{
  "formula": "BrClIMnO4",
  "method": "ωB97M-V/def2-TZVPD",
  "e_above_lowest_kcal_mol": 0.0,
  "lumo_energy_ev": [2.3, 1.9],
  "homo_lumo_gap_ev": [8.30, 8.02],
  "homo_energy_ev": [-6.002, -6.115],
  "s_squared": 8.756,
  "spin_multiplicity": 6,
  "charge": -1,
  "symbols": ["Mn", "I", "Br", "Cl", "O", "O", "O", "O"],
  "xyz": [[3.5588, 12.4975, 9.3188], [3.2906, 14.7830, 10.4988], [3.4412, 13.0923, 6.7897], [5.0084, 10.6630, 12.3019], [4.9262, 11.9249, 13.0195], [6.3032, 10.0204, 12.4511], [4.0479, 9.6489, 12.7088], [4.7367, 11.0195, 10.8974]]
}

---

{
  "formula": "C26H45ClLuNPS",
  "method": "ωB97M-V/def2-TZVPD",
  "e_above_lowest_kcal_mol": 148.2,
  "lumo_energy_ev": [2.0, 2.0],
  "homo_lumo_gap_ev": [2.57, 2.60],
  "homo_energy_ev": [-0.609, -0.630],
  "spin_multiplicity": 1,
  "charge": -1,
  "symbols": ["Lu", "P", "Cl", "C", "H", "H", "C", "C", "C", "H", "C", "H", "H", "C", "H", "H", "C", "H", "H", "C", "H", "H", "H", "H", "C", "C", "H", "C", "H", "H", "C", "H", "H", "C", "H", "H", "C", "H", "H", "H", "H", "C", "H", "C", "H", "H", "C", "H", "H", "C", "H", "H", "C", "H", "H", "H", "H", "C", "C", "H", "C", "H", "C", "H", "H", "C", "H", "H", "C", "H", "H", "H", "H", "S", "C", "N"],
  "xyz": [[-3.0672, 3.3323, -0.9531], [-0.0524, -0.5030, 0.4652], [-5.2297, 2.9572, 0.0139], [0.5939, 0.9801, 1.5222], [-0.0965, 1.8022, 1.0924], [0.1709, 0.6968, 2.6359], [-1.4447, -0.1983, -0.7431], [-0.6775, -1.4123, 1.9198], [-1.7059, -1.3731, -1.7148], [-2.3175, -0.1028, -0.0589], [-2.9735, -1.1446, -2.5433], [-0.8411, -1.5039, -2.3828], [-1.8138, -2.3198, -1.1531], [-2.9470, 0.1949, -3.2810], [-3.0642, -1.9706, -3.2610], [-3.8390, -1.1989, -1.8806], [-2.6444, 1.3601, -2.3217], [-2.2236, 0.1854, -4.0827], [-3.9460, 0.3632, -3.7398], [-1.3346, 1.1336, -1.5307], [-2.5904, 2.3031, -2.9136], [-3.5167, 1.3855, -1.5989], [-0.4786, 1.1080, -2.2063], [-1.0472, 1.9645, -0.8401], [1.3765, -1.3703, -0.3538], [0.4881, -1.8872, 2.7987], [-1.1978, -0.5973, 2.4590], [-0.0485, -2.4738, 4.1082], [1.0715, -2.6512, 2.2639], [1.1887, -1.0692, 3.0290], [-1.1366, -3.5331, 3.8971], [0.7855, -2.9044, 4.6697], [-0.4601, -1.6582, 4.7167], [-2.2373, -3.0966, 2.9233], [-0.6760, -4.4592, 3.5271], [-1.5968, -3.7777, 4.8594], [-1.6981, -2.5094, 1.6204], [-2.8815, -3.9426, 2.6694], [-2.8642, -2.3363, 3.4028], [-1.2181, -3.2903, 1.0099], [-2.5312, -2.0994, 1.0266], [1.8303, -0.6804, -1.6573], [2.1943, -1.2546, 0.3745], [3.1246, -1.3480, -2.1615], [1.0543, -0.8078, -2.4230], [1.9285, 0.4218, -1.4983], [3.0037, -2.8769, -2.3091], [3.3870, -0.9199, -3.1470], [3.9345, -1.1149, -1.4759], [2.4427, -3.5502, -1.0541], [2.3861, -3.1281, -3.1662], [4.0055, -3.3049, -2.5122], [1.1515, -2.8855, -0.5701], [2.2287, -4.6182, -1.2547], [3.1751, -3.5170, -0.2501], [0.3401, -3.0456, -1.2901], [0.8345, -3.3653, 0.3690], [0.9549, 2.9058, -1.3992], [1.7682, 1.4273, 1.2232], [1.3270, 2.4995, -2.4851], [2.2161, 2.6223, 1.8982], [2.4943, 0.9142, 0.4350], [1.3798, 4.0057, 1.5547], [2.3685, 2.7321, 3.0069], [3.2324, 3.0192, 1.5323], [1.6076, 4.8092, 0.3018], [0.2410, 3.7928, 1.6565], [1.5015, 4.6525, 2.4363], [1.6808, 4.1524, -1.2889], [0.8829, 5.6639, 0.3442], [2.5438, 5.4176, 0.5616], [1.2723, 5.0122, -1.8835], [2.7702, 4.0955, -1.3017], [-1.7317, 5.4602, -1.7395], [-1.3199, 4.6527, -0.3751], [-1.4885, 3.7770, 0.4772]]
}

---

{
  "formula": "C30H24ClCoF6NO2SSbSi",
  "method": "ωB97M-V/def2-TZVPD",
  "lumo_energy_ev": [-2.6, -1.2],
  "homo_lumo_gap_ev": [6.28, 7.72],
  "homo_energy_ev": [-8.911, -8.905],
  "s_squared": 2.458,
  "spin_multiplicity": 3,
  "symbols": ["Co", "C", "C", "C", "C", "C", "C", "Si", "C", "C", "C", "C", "C", "C", "C", "C", "C", "C", "C", "C", "H", "H", "H", "H", "H", "H", "H", "H", "H", "H", "H", "H", "H", "H", "H", "Cl", "C", "C", "C", "C", "C", "C", "C", "O", "O", "H", "H", "H", "H", "S", "C", "N", "C", "C", "C", "C", "H", "H", "H", "H", "H", "F", "Sb", "F", "F", "F", "F", "F"],
  "xyz": [[-1.0145, -1.4261, 0.0198], [2.8377, 1.4491, -3.8311], [1.8787, 2.1671, -3.0982], [1.2925, 1.6236, -1.9833], [1.7074, 0.4147, -1.4546], [2.5967, -0.3436, -2.2307], [3.1566, 0.1811, -3.3966], [1.1157, -0.3229, 0.2094], [1.0239, 1.1395, 1.3992], [1.7693, 2.3445, 1.0972], [1.6082, 3.4833, 1.9053], [0.8382, 3.3872, 3.0671], [0.2903, 2.1932, 3.4864], [0.4389, 1.0605, 2.6787], [2.6099, -1.3571, 0.7784], [3.7907, -0.7306, 1.1733], [4.9762, -1.4918, 1.3671], [4.9595, -2.8556, 1.3189], [3.7933, -3.5229, 1.0060], [2.6527, -2.7581, 0.6507], [3.2732, 1.8361, -4.7760], [1.5333, 3.1917, -3.4367], [0.4984, 2.1852, -1.5641], [2.8604, -1.3961, -1.9758], [3.8832, -0.4122, -3.9479], [2.4621, 2.3612, 0.2781], [2.0608, 4.4308, 1.6088], [0.5813, 4.3123, 3.5820], [-0.2187, 2.0647, 4.4367], [-0.0408, 0.1368, 2.9639], [3.9267, 0.3557, 1.3534], [5.9124, -0.9535, 1.5626], [5.8791, -3.3732, 1.4082], [3.7978, -4.6454, 1.0169], [1.6936, -3.2589, 0.4022], [-3.5143, 3.6428, 5.0736], [-3.3760, 3.0053, 3.5031], [-3.6236, 1.6252, 3.2700], [-3.4086, 1.0770, 2.0084], [-3.0235, 1.8416, 0.9118], [-2.8511, 3.2164, 1.1111], [-3.0279, 3.8208, 2.3451], [-2.7158, 1.2559, -0.4190], [-2.7918, 1.8815, -1.4725], [-2.4319, -0.0567, -0.4620], [-3.9195, 1.0465, 4.1022], [-3.6629, 0.0401, 1.8510], [-2.5587, 3.8338, 0.2686], [-2.8768, 4.9258, 2.5173], [-0.4918, -2.8598, -1.7320], [-1.3897, -2.2632, -3.0953], [-2.2409, -1.2223, -3.0512], [-2.9193, -0.7007, -4.1457], [-2.7292, -1.2565, -5.3913], [-1.8486, -2.3763, -5.4605], [-1.2105, -2.9114, -4.3377], [-2.3384, -0.7380, -2.1621], [-3.6312, 0.1160, -3.9709], [-3.2548, -0.9568, -6.2806], [-1.5890, -2.7742, -6.4524], [-0.5009, -3.7571, -4.4351], [-0.2013, -2.5253, 1.7088], [-1.8077, -3.0366, 2.7852], [-0.5762, -3.4778, 4.1784], [-1.7439, -4.7506, 1.9102], [-3.4821, -3.5059, 3.6064], [-2.7335, -2.3669, 1.2456], [-1.9532, -1.2633, 3.3961]]
}

---

{
  "formula": "C3H8ClNO2P",
  "method": "ωB97M-V/def2-TZVPD",
  "lumo_energy_ev": -3.5,
  "homo_lumo_gap_ev": 10.40,
  "homo_energy_ev": -13.906,
  "spin_multiplicity": 1,
  "smiles": "OP(Cl)[C@H]1[NH2+]CCO1",
  "charge": 1,
  "symbols": ["O", "P", "Cl", "C", "N", "C", "C", "O", "H", "H", "H", "H", "H", "H", "H", "H"],
  "xyz": [[2.9111, 0.9387, -0.1742], [2.3936, -0.5436, 0.2896], [2.0234, -1.3575, -1.5460], [0.5874, -0.0995, 0.5868], [-0.1384, 0.5443, -0.6029], [-1.5551, -0.0096, -0.5224], [-1.5157, -0.7675, 0.7969], [-0.1660, -1.2244, 0.8281], [2.6526, 1.6719, 0.4053], [0.5106, 0.6079, 1.4234], [0.3118, 0.2228, -1.4677], [-0.1453, 1.5613, -0.5729], [-1.7177, -0.6525, -1.3799], [-2.2751, 0.8013, -0.5596], [-2.1922, -1.6104, 0.8640], [-1.6850, -0.0831, 1.6313]]
}

---

no.,maximum force (eV/Å),E (Eh)
1,1.5,-4783.7830
2,10.9,-3507.4044
3,3.5,-4733.0810
4,0.5,-1125.6624